20
Properties=species:S:1:pos:R:3:mulliken_charge:R:1 method="wB97M-V/def2-TZVPD" energy_ha=-725.46086 e_above_lowest_kcal_mol=38.0 charge=0 gap_ha=0.3581 smiles=CNCCS.O.O
C -1.68965 0.26831 -1.41265 -0.895
N -0.37420 -0.40293 -1.21227 -0.269
C 0.27262 0.22667 -0.03219 -0.578
C 1.75375 0.20146 -0.15711 -0.494
S 2.64144 1.06430 1.30326 -0.210
H -1.71099 1.33833 -1.82935 0.286
H -2.43955 -0.25884 -2.01209 0.395
H -2.14022 0.34994 -0.41859 0.178
H 0.18231 -0.61768 -2.03839 0.210
H -0.06105 -0.32461 0.85114 0.289
H -0.11887 1.27430 0.03010 0.456
H 2.24922 0.53365 -1.11293 0.339
H 2.00646 -0.85155 -0.10125 0.181
H 3.33296 -0.07687 1.40227 0.141
H -4.35148 0.42873 0.01344 0.306
H -5.69511 0.77973 0.38556 0.329
O -4.79299 1.05219 0.60756 -0.609
H 0.45941 -2.03239 -0.33872 0.332
H 1.34037 -3.21225 -0.31194 0.299
O 0.39481 -3.00793 -0.37722 -0.686